# 1
82
Properties=species:S:1:pos:R:3:lowdin_charge:R:1 method="wB97M-V/def2-TZVPD" fmax_ev_per_a=1.27 homo_ev=-10.609 charge=+1 relative_energy_kj_mol=203.59
Zr -0.9480 -1.6153 0.4170 1.794
C 0.5008 1.0140 -0.1917 -0.056
N -0.0937 0.4159 1.0312 -0.394
C 0.9373 0.2828 2.0861 -0.047
C -1.2055 1.2853 1.4914 -0.160
C -2.3580 1.1667 0.5342 -0.279
C -3.2938 2.1879 0.4407 -0.041
C -4.3898 2.0419 -0.3936 -0.073
C -4.5354 0.8822 -1.1369 -0.071
C -3.5776 -0.1228 -1.0522 -0.101
C -2.4629 -0.0147 -0.2104 -0.196
H 0.8144 2.0402 0.0300 0.110
H -0.2498 1.0524 -0.9797 0.093
H 1.3612 0.4298 -0.5063 0.047
H 1.3700 1.2655 2.2975 0.109
H 1.7274 -0.3841 1.7468 0.076
H 0.4760 -0.1156 2.9899 0.096
H -0.8384 2.3149 1.5684 0.138
H -1.4910 0.9540 2.4938 0.117
H -3.1724 3.0982 1.0173 0.119
H -5.1234 2.8336 -0.4731 0.109
H -5.3851 0.7626 -1.7969 0.108
H -3.7218 -0.9994 -1.6705 0.067
C 5.5183 4.8985 -0.6495 -0.046
C 5.3016 3.8301 -1.7288 -0.563
C 6.4951 3.8272 -2.6939 -0.040
C 4.0427 4.1897 -2.5159 -0.069
C 5.1949 2.4515 -1.0793 -0.164
C 6.2389 2.0138 -0.2344 -0.026
C 6.2404 0.7785 0.3697 -0.064
C 5.1546 -0.0657 0.1334 -0.463
S 4.8347 -1.6630 0.7167 1.125
C 3.3310 -1.6508 -0.1601 -0.560
N 3.0877 -0.5847 -0.8433 0.087
C 4.1099 0.3426 -0.6941 -0.296
C 4.1320 1.6010 -1.3052 0.039
C 2.4427 -2.8289 -0.0997 -0.252
C 3.0448 -4.0714 -0.2565 -0.046
C 2.3066 -5.2476 -0.1907 -0.054
C 0.9548 -5.1849 0.0715 -0.058
C 0.3644 -3.9295 0.2418 -0.188
C 1.0582 -2.7203 0.1556 -0.171
H 5.5303 5.8900 -1.1042 0.088
H 6.4657 4.7661 -0.1280 0.077
H 4.7191 4.8732 0.0933 0.091
H 6.6001 4.8057 -3.1665 0.089
H 6.3600 3.0819 -3.4792 0.092
H 7.4302 3.6050 -2.1794 0.081
H 4.1555 5.1841 -2.9481 0.088
H 3.1554 4.2021 -1.8789 0.085
H 3.8666 3.4932 -3.3372 0.085
H 7.0801 2.6704 -0.0589 0.112
H 7.0620 0.4767 1.0040 0.113
H 3.3095 1.8732 -1.9507 0.109
H 4.1078 -4.1277 -0.4577 0.106
H 2.8006 -6.1989 -0.3335 0.114
H 0.3566 -6.0810 0.1638 0.113
H -0.6932 -3.9858 0.5158 0.052
N -7.8681 0.5277 1.9701 0.136
C -6.7283 -0.2113 2.0568 -0.302
C -6.6846 -1.5174 1.5443 -0.008
C -5.5184 -2.2456 1.5965 -0.060
C -4.3716 -1.6814 2.1532 -0.311
C -4.4047 -0.3971 2.6868 -0.048
C -5.5716 0.3301 2.6374 -0.009
S -2.9476 -2.6573 2.2176 0.652
O -1.7546 -1.6816 2.3223 -0.458
O -2.9390 -3.5801 3.2953 -0.216
N -2.7057 -3.3620 0.8454 -0.202
C -2.9166 -3.2660 -0.4997 -0.759
S -4.1700 -3.9993 -1.3995 1.128
C -3.3995 -3.5059 -2.8570 -0.356
C -2.2603 -2.8261 -2.5937 -0.192
N -1.9873 -2.7082 -1.2515 -0.126
H -8.7308 0.0868 1.7068 0.106
H -7.9464 1.3891 2.4797 0.105
H -7.5739 -1.9538 1.1094 0.120
H -5.5071 -3.2593 1.2169 0.105
H -3.5205 0.0310 3.1352 0.113
H -5.5953 1.3337 3.0415 0.122
H -3.8163 -3.7343 -3.8228 0.081
H -1.5814 -2.4018 -3.3156 0.129

# 2
62
Properties=species:S:1:pos:R:3:lowdin_charge:R:1 method="wB97M-V/def2-TZVPD" spin_multiplicity=6 fmax_ev_per_a=2.10 homo_ev="-7.661 / -7.647" relative_energy_kj_mol=0.00
O 0.5458 0.2584 -6.8154 -0.143
C 0.4142 1.5774 -7.4894 -0.168
C 0.3487 1.0004 -8.8890 -0.073
H 1.2919 2.2204 -7.3297 0.127
H -0.5039 2.1027 -7.1970 0.116
C 0.4372 -0.3563 -8.1309 -0.568
H 1.2224 1.2474 -9.5005 0.115
H -0.5924 1.1812 -9.4122 0.116
C 1.7076 -1.0983 -8.5102 -0.020
H 2.5904 -0.4558 -8.3955 0.093
H 1.6807 -1.4002 -9.5642 0.094
H 1.8093 -1.9943 -7.8950 0.085
C -0.8260 -1.1908 -8.2276 -0.019
H -1.7126 -0.6312 -7.9081 0.089
H -0.7256 -2.0729 -7.5892 0.088
H -1.0104 -1.5356 -9.2515 0.093
Sm 0.1210 0.0860 -0.4770 1.496
C -2.0242 -0.5576 0.9051 -0.204
C -1.9025 0.8406 1.1511 -0.192
C -2.0938 1.5394 -0.0831 -0.195
H -1.7803 1.3134 2.1239 0.097
C -2.3624 0.5670 -1.0969 -0.233
C -2.3126 -0.7343 -0.4891 -0.237
H -2.4970 -1.6848 -1.0015 0.110
H -1.9583 -1.3471 1.6529 0.110
H -2.0953 2.6271 -0.2209 0.113
H -2.6296 0.7830 -2.1378 0.092
C 1.2998 -1.7777 1.0313 -0.192
C 0.4162 -2.4450 0.1311 -0.225
C 0.9069 -2.2644 -1.2027 -0.236
H -0.4518 -3.0440 0.4174 0.107
C 2.1132 -1.4812 -1.1212 -0.219
C 2.3552 -1.1916 0.2527 -0.222
H 3.2353 -0.6873 0.6539 0.099
H 1.2528 -1.7890 2.1230 0.111
H 0.4864 -2.6924 -2.1146 0.103
H 2.7589 -1.2023 -1.9571 0.108
O 0.6389 0.9149 -2.6423 -0.320
C -0.0914 -0.0432 -3.4964 -0.180
C -0.8601 0.8150 -4.4931 -0.131
H -0.7414 -0.7039 -2.8763 0.095
H 0.6714 -0.6635 -4.0063 0.140
C 0.1485 1.9575 -4.6980 -0.173
H -1.8102 1.1784 -4.0611 0.114
H -1.0812 0.2863 -5.4225 0.106
C 0.7022 2.2295 -3.3175 -0.113
H -0.2570 2.8280 -5.2099 0.119
H 1.0002 1.5867 -5.2819 0.100
H 0.0508 2.9027 -2.7512 0.127
H 1.7396 2.5976 -3.2886 0.138
F 0.4316 1.7500 6.9009 0.103
C 0.6788 1.8216 5.5775 -0.132
C -0.0961 2.6540 4.7732 -0.140
F -1.0832 3.3883 5.3215 0.106
C 0.1224 2.6784 3.4014 -0.234
F -0.6617 3.4912 2.6411 0.052
C 1.1118 1.8818 2.7741 -0.579
S 1.4326 1.9786 1.0932 0.582
C 1.8882 1.0719 3.6362 -0.223
F 2.8739 0.3006 3.1129 0.059
C 1.6694 1.0218 5.0033 -0.131
F 2.3763 0.1626 5.7777 0.098

# 3
163
Properties=species:S:1:pos:R:3:lowdin_charge:R:1 method="wB97M-V/def2-TZVPD" fmax_ev_per_a=1.60 homo_ev=-0.455 charge=-2 relative_energy_kj_mol=87.20
Tl -0.1190 0.2338 -0.2328 1.078
C -6.1469 -3.0837 4.0277 -0.126
C -5.5331 -3.7603 2.9846 -0.103
C -4.5247 -3.1572 2.2621 -0.039
C -4.0826 -1.8639 2.5647 -0.195
C -4.7296 -1.1879 3.6027 -0.049
C -5.7463 -1.7913 4.3203 -0.108
C -2.9750 -1.2987 1.7888 -0.121
C -1.8170 -0.8288 2.4133 -0.257
C -1.6303 -0.6005 3.8415 -0.003
C -0.4249 -0.0495 4.0299 0.023
C 0.2953 -0.0807 2.7212 -0.290
C 3.2625 -0.3109 2.5867 -0.164
C 3.2092 -0.7229 4.0305 -0.179
C 3.2275 -2.0489 4.4397 -0.026
C 3.3695 -2.3704 5.7782 -0.096
C 3.4733 -1.3746 6.7348 -0.121
C 3.4388 -0.0473 6.3398 -0.101
C 3.3086 0.2714 5.0029 -0.038
C 2.8725 -1.2830 1.4577 -0.263
N 2.1894 -0.8154 0.3663 0.060
C 2.6447 -1.5096 -0.7253 -0.247
C 2.5719 -0.6898 -2.0049 -0.223
C 3.7145 -0.6207 -3.0205 -0.087
C 4.4442 -1.7308 -3.4002 -0.036
C 5.5013 -1.6435 -4.2929 -0.116
C 5.8576 -0.4051 -4.7968 -0.120
C 5.1450 0.7208 -4.4320 -0.035
C 4.0390 0.6523 -3.5822 -0.188
C 1.3151 -0.9410 -2.7710 -0.244
C 1.1641 -1.2217 -4.1329 -0.013
C -0.1953 -1.1560 -4.3954 -0.027
C -0.8273 -0.8405 -3.1814 -0.256
N 0.1162 -0.7677 -2.1979 0.070
C -2.1994 -0.5804 -2.9576 -0.036
C -2.8348 -0.7543 -1.7377 -0.258
C -4.2493 -0.8731 -1.5454 -0.003
C -4.4350 -1.2239 -0.2451 -0.019
C -3.1419 -1.2164 0.3822 -0.241
N -2.1943 -0.9463 -0.5345 0.081
C -3.0349 -0.1976 -4.1281 -0.195
C -3.6332 1.2410 -4.2314 -0.234
C -4.9832 1.3260 -4.7639 -0.033
C -5.6463 0.2746 -5.2861 -0.104
C -5.1118 -1.0443 -5.1780 -0.113
C -3.9235 -1.2638 -4.5742 -0.028
C 3.4848 -2.5297 -0.3160 -0.071
C 3.6340 -2.3819 1.0716 -0.082
N -0.6967 -0.4942 1.7746 0.023
H -6.9299 -3.5643 4.6008 0.086
H -5.8377 -4.7710 2.7448 0.092
H -4.0369 -3.6956 1.4617 0.120
H -4.4445 -0.1708 3.8290 0.109
H -6.2436 -1.2485 5.1146 0.092
H -2.3621 -0.8259 4.5958 0.095
H 0.0479 0.2454 4.9496 0.105
H 3.1483 -2.8290 3.6989 0.100
H 3.4068 -3.4072 6.0835 0.093
H 3.5852 -1.6282 7.7816 0.088
H 3.5237 0.7370 7.0836 0.094
H 3.2984 1.3080 4.6938 0.107
H 4.1772 -2.6840 -2.9701 0.102
H 6.0504 -2.5334 -4.5722 0.085
H 6.6970 -0.3142 -5.4759 0.089
H 5.4394 1.6910 -4.8083 0.107
H 3.8545 2.6567 -3.2395 0.122
H 1.9586 -1.4294 -4.8258 0.102
H -0.6766 -1.3378 -5.3392 0.107
H -4.9976 -0.7503 -2.3074 0.104
H -5.3650 -1.4043 0.2636 0.103
H -2.8626 3.1867 -3.9292 0.136
H -5.4644 2.2942 -4.6959 0.112
H -6.6463 0.4076 -5.6806 0.093
H -5.7265 -1.8754 -5.5009 0.096
H -3.6181 -2.2707 -4.3235 0.129
H 3.9536 -3.2857 -0.9237 0.076
H 4.2624 -2.9946 1.6970 0.079
C -2.8438 0.6308 -6.6196 -0.016
C -2.5002 0.8139 -5.1499 -0.297
C -1.1980 1.4856 -4.9578 -0.019
C -0.5811 2.0705 -3.9186 -0.016
C -0.9361 2.1239 -2.4908 -0.257
N 0.0169 2.1564 -1.5191 0.006
C 1.3118 2.7711 -1.7578 -0.331
C 1.1690 4.0307 -2.5622 -0.051
C 2.1527 4.9561 -2.6048 -0.109
C 3.2340 4.9087 -1.7036 -0.326
C 4.4032 5.8284 -1.9087 -0.097
C 3.0540 4.0965 -0.5860 -0.047
C 2.0260 3.1779 -0.4706 -0.134
N 1.9188 2.4268 0.7077 -0.025
C 2.9855 1.9408 1.3830 -0.019
C 2.5411 0.9620 2.2600 -0.153
C 1.1522 1.0191 2.1794 -0.211
N 0.7857 1.8889 1.2043 0.097
C -2.2883 2.1186 -2.1950 -0.142
C -3.2765 2.3907 -3.2903 -0.042
N -2.7755 2.0359 -0.8908 -0.043
C -4.0441 2.1848 -0.4434 -0.070
C -4.0177 2.0820 0.9343 -0.056
C -2.6816 1.8701 1.2447 -0.136
N -1.9535 1.8275 0.1380 0.033
H -1.9427 0.5032 -7.2156 0.077
H -3.4915 -0.2266 -6.7786 0.066
H -3.3721 1.5123 -6.9861 0.089
H -0.6319 1.5136 -5.8831 0.112
H 0.4039 2.4517 -4.1517 0.105
H 0.2273 4.2138 -3.0513 0.085
H 2.0589 5.8045 -3.2768 0.097
H 5.0212 5.5036 -2.7529 0.064
H 4.0608 6.8431 -2.1307 0.063
H 5.0422 5.8553 -1.0355 0.027
H 3.6979 4.2532 0.2670 0.093
H 3.9773 2.2666 1.1718 0.093
H 4.3398 -0.1201 2.4168 0.155
H 1.0193 -0.9176 2.8236 0.148
H -4.1997 2.7786 -2.8623 0.097
H -4.8940 2.3220 -1.0791 0.107
H -4.8445 2.1473 1.6137 0.086
H -2.2130 1.7672 2.2016 0.107
C 9.2542 3.6456 0.1967 -0.057
C 8.3589 2.5178 -0.3347 -0.510
C 8.9333 1.2057 0.2183 -0.047
C 8.4732 2.5276 -1.8656 -0.043
C 6.8478 2.7368 0.0623 -0.421
O 6.3611 3.8587 -0.6287 -0.026
C 6.7075 2.9553 1.6020 -0.091
C 6.7886 4.4203 2.0832 -0.135
C 5.4500 5.1037 2.1450 -0.231
C 4.4271 4.5866 2.9340 -0.055
C 3.1660 5.1518 2.9498 -0.103
C 2.9224 6.2656 2.1638 -0.683
Cl 1.3366 6.9467 2.1144 0.662
C 3.9342 6.8342 1.4114 -0.112
C 5.1947 6.2614 1.4191 -0.056
C 6.0195 1.4868 -0.3611 -0.127
N 4.7465 1.8183 -0.9752 0.087
C 3.8984 0.8568 -0.9263 -0.177
N 2.6503 0.7100 -1.4597 0.010
C 2.1927 1.6346 -2.4677 -0.197
N 3.3024 1.8227 -3.3898 0.132
H 10.2739 3.4939 -0.1584 0.078
H 9.2828 3.6534 1.2834 0.075
H 8.9109 4.6115 -0.1607 0.085
H 9.9426 1.0688 -0.1691 0.081
H 8.3367 0.3437 -0.0604 0.078
H 8.9979 1.2332 1.3043 0.073
H 9.5169 2.5888 -2.1665 0.076
H 7.9437 3.3903 -2.2575 0.084
H 8.0424 1.6366 -2.3121 0.074
H 5.4796 3.5964 -0.9613 0.065
H 7.4759 2.3695 2.1086 0.103
H 5.7484 2.5506 1.9220 0.086
H 7.4389 4.9930 1.4271 0.090
H 7.2265 4.4265 3.0887 0.118
H 4.6105 3.7069 3.5340 0.112
H 2.3759 4.7137 3.5408 0.107
H 3.7260 7.6893 0.7876 0.105
H 5.9813 6.7128 0.8302 0.115
H 5.8839 0.8209 0.5058 0.124
H 6.5831 0.9241 -1.1132 0.110
H 4.2199 -0.0493 -0.4083 0.147
H 1.4541 1.0928 -3.0646 0.117